No. 1
97
Properties=species:S:1:pos:R:3:mulliken_charge:R:1 method="wB97M-V/def2-TZVPD" orbital_gap_ev=7.0 homo_energy_ev=-5.51 charge=-1 de_lowest_kj_mol=57.7
Bi 0.4406 -0.8045 -1.3750 2.192
O 7.9244 -0.0096 -2.3704 -0.741
C 7.1096 -0.0156 -1.4363 0.143
O 7.2752 0.0857 -0.2259 -0.640
C 5.6202 -0.3303 -1.7574 0.453
C 4.8970 0.3076 -2.7471 -1.143
C 3.5204 0.1048 -2.8594 -0.401
N 2.8444 -0.6699 -1.9966 0.357
C 3.5804 -1.3688 -1.1063 0.573
C 4.9466 -1.2147 -0.9614 -0.824
C 2.9007 -2.2818 -0.1223 0.036
O 3.5533 -3.1196 0.4941 -0.718
O 1.6189 -2.0948 -0.0057 -0.272
H 5.3774 0.9291 -3.4537 0.586
H 2.9082 0.6505 -3.5665 0.508
H 5.4795 -1.7918 -0.1911 0.464
C -0.3383 1.4699 3.5932 -0.708
C -1.5252 2.2210 2.8900 -1.247
P -1.6477 1.9180 1.0703 1.032
C -3.1105 2.9666 0.7910 0.352
C -4.1791 3.3201 1.6973 -0.559
C -5.3612 3.8902 1.2069 -0.562
C -5.6146 4.1397 -0.1078 -0.483
C -4.5787 3.9030 -0.9995 -0.551
C -3.3673 3.3055 -0.5439 -0.104
C -0.1904 3.0766 0.5880 0.686
C 1.0644 2.5748 0.4352 0.707
C 2.2182 3.3477 0.3816 -0.420
C 2.0495 4.7094 0.3884 -0.701
C 0.7587 5.2762 0.3588 -0.734
C -0.3388 4.4663 0.4113 -0.738
C -0.4994 -0.0236 3.6227 -1.151
P 0.0844 -0.7008 2.0212 1.635
C -0.5013 -2.4452 2.1983 0.940
C -1.9217 -2.6107 2.1476 -0.965
C -2.4605 -3.8803 2.0578 -0.654
C -1.5829 -4.9754 2.0597 -0.698
C -0.1863 -4.7942 2.0524 -0.831
C 0.3504 -3.5279 2.1489 -0.434
C 1.8714 -0.6856 2.5797 0.967
C 2.3006 -1.4699 3.6582 -0.697
C 3.6349 -1.5060 4.0174 -1.138
C 4.5776 -0.7514 3.2677 -0.800
C 4.2131 -0.0975 2.1375 -1.067
C 2.8604 -0.0380 1.8338 0.853
H -0.2225 1.8386 4.6340 0.375
H 0.5782 1.7544 3.1095 0.161
H -1.4714 3.3061 3.0163 0.701
H -2.5248 1.9091 3.2965 0.343
H -4.0311 3.0036 2.7406 0.212
H -6.1720 4.0482 1.8799 0.379
H -6.5647 4.6083 -0.3775 0.348
H -4.6735 4.0509 -2.0933 0.319
H -2.6380 3.0085 -1.3242 0.094
H 1.2300 1.5340 0.5572 -1.026
H 3.1923 2.9148 0.4609 0.621
H 2.9239 5.3551 0.3910 0.355
H 0.6361 6.3196 0.1671 0.445
H -1.3234 4.8987 0.5119 0.373
H -1.5724 -0.3154 3.6046 0.551
H -0.1269 -0.5426 4.4936 0.751
H -2.6278 -1.7925 2.2177 0.212
H -3.5249 -4.0886 2.0124 0.471
H -1.9355 -6.0342 1.9673 0.290
H 0.4855 -5.6665 2.1042 0.388
H 1.4241 -3.3947 2.1550 0.204
H 1.6367 -2.0996 4.2695 0.299
H 3.9953 -2.0973 4.7805 0.553
H 5.6238 -1.0207 3.6122 0.237
H 4.9591 0.3004 1.4734 0.636
H 2.5682 0.4146 0.8988 -0.062
Cl -3.5500 -7.2755 -1.8121 -0.259
C -2.9235 -5.6693 -1.8005 0.129
C -3.6941 -4.6712 -1.1893 -0.443
C -3.2423 -3.3656 -1.1110 -0.780
C -1.9049 -3.0373 -1.5104 0.175
O -1.4482 -1.8466 -1.3179 -0.652
C -1.1770 -4.0859 -2.1233 1.088
C 0.2156 -3.9377 -2.3984 -0.548
O 0.8971 -2.9200 -2.2553 -0.636
C -1.6460 -5.3838 -2.2069 -1.005
H -4.7053 -4.8519 -0.8884 0.486
H -3.8549 -2.5863 -0.7328 0.496
H 0.7575 -4.7873 -2.7543 0.424
H -1.0923 -6.2226 -2.6420 0.390
Cl 0.8971 2.6900 -2.6755 -0.076
C -0.6295 2.4156 -3.5005 0.455
C -1.3428 3.5384 -3.7666 -0.694
C -2.5715 3.4659 -4.3926 -0.539
C -3.0610 2.2119 -4.7286 -0.522
C -2.3147 1.0958 -4.5430 0.030
Cl -2.9864 -0.4283 -4.9646 -0.212
C -1.0081 1.1742 -4.0305 -0.053
S 0.0111 -0.2418 -4.0811 -0.316
H -1.0034 4.5107 -3.4782 0.376
H -3.0620 4.3627 -4.6667 0.504
H -3.9817 2.1780 -5.2719 0.450


No. 2
96
Properties=species:S:1:pos:R:3:mulliken_charge:R:1 method="wB97M-V/def2-TZVPD" orbital_gap_ev=8.4 homo_energy_ev=-9.67
C 0.0143 -5.1082 3.8362 -1.141
C -0.6404 -6.1815 2.9523 -0.360
I 0.7609 -7.4245 1.9060 0.058
C -1.6941 -5.5583 1.9912 -0.480
Si -3.2941 -5.3291 2.9414 0.020
C -4.3500 -6.8853 3.0619 -0.443
C -3.8036 -7.9350 4.0258 0.378
O -3.7123 -9.0775 3.6874 -0.548
O -3.3806 -7.5592 5.2583 -0.484
O -4.2018 -4.0865 2.2645 -0.168
Si -5.0465 -3.0911 3.2948 0.627
Br -7.2568 -3.3728 3.0716 -0.285
H 0.0533 -4.1266 3.3631 0.225
H 1.0030 -5.4346 4.1579 0.448
H -0.5828 -5.0100 4.7467 0.341
H -1.2019 -6.8380 3.6219 0.557
H -1.8105 -6.1433 1.0776 0.718
H -1.3681 -4.5562 1.6877 0.050
H -2.9243 -4.9157 4.3139 -0.180
H -4.4277 -7.3710 2.0906 0.327
H -5.3539 -6.6351 3.4287 0.348
H -3.7341 -6.6800 5.4529 0.372
H -4.7689 -1.7058 2.8996 -0.150
H -4.7219 -3.3650 4.6997 -0.133
C -7.5742 4.8458 5.1882 -0.474
C -8.2086 3.6163 5.0428 -0.498
C -7.6502 2.6369 4.2390 -0.538
C -6.4600 2.8865 3.5675 0.145
C -5.8352 4.1289 3.6954 0.143
C -6.3911 5.1022 4.5161 -0.541
C -4.5833 4.4342 2.9474 0.437
O -4.0366 5.5112 3.0614 -0.667
C -4.0232 3.3854 2.0498 0.304
C -2.8854 3.6672 1.3000 -1.062
C -2.3422 2.7006 0.4735 -0.398
C -2.9339 1.4405 0.3956 -0.723
C -4.0676 1.1564 1.1334 -0.551
C -4.6226 2.1299 1.9572 0.338
C -5.8625 1.8174 2.7206 0.508
O -6.3740 0.7188 2.6495 -0.654
H -8.0081 5.6066 5.8239 0.401
H -9.1394 3.4228 5.5598 0.402
H -8.1386 1.6783 4.1281 0.500
H -5.8988 6.0590 4.6234 0.474
H -2.4293 4.6480 1.3668 0.561
H -1.4254 2.9395 -0.1291 0.990
H -2.5064 0.6802 -0.2463 0.421
H -4.5279 0.1795 1.0701 0.556
C 3.6731 -3.8230 -0.3391 -0.850
C 2.5515 -4.1966 0.3941 -0.236
C 1.6070 -3.2514 0.7446 -0.098
C 1.7751 -1.9263 0.3794 0.069
C 2.9094 -1.5403 -0.3375 0.372
C 3.8521 -2.4963 -0.7039 -0.383
C 3.1275 -0.1112 -0.6974 0.563
O 4.1084 0.2338 -1.3256 -0.706
C 2.1144 0.8904 -0.2604 0.205
C 2.3191 2.2347 -0.5323 -0.599
C 1.3754 3.1726 -0.1378 -0.895
C 0.2121 2.7741 0.5190 -0.544
C 0.0129 1.4261 0.7968 -1.118
C 0.9600 0.4910 0.4185 -0.071
C 0.7327 -0.9374 0.7578 0.567
O -0.2783 -1.2879 1.3345 -0.760
H 4.4089 -4.5648 -0.6209 0.398
H 2.3910 -5.2201 0.7025 0.027
H 0.7333 -3.5440 1.3099 0.413
H 4.7256 -2.2011 -1.2690 0.474
H 3.2172 2.5508 -1.0459 0.564
H 1.5447 4.2215 -0.3440 0.445
H -0.4933 3.5150 0.8179 0.796
H -0.8738 1.1001 1.3107 1.163
C 6.5873 5.8792 -8.5140 -0.465
C 5.9613 6.5098 -7.4437 -0.481
C 5.6087 5.7835 -6.3189 -0.531
C 5.8702 4.4200 -6.2631 0.147
C 6.4779 3.7830 -7.3467 0.128
C 6.8445 4.5195 -8.4663 -0.557
C 6.7253 2.3130 -7.3281 0.629
O 7.2576 1.7618 -8.2690 -0.666
C 6.2953 1.5405 -6.1308 0.172
C 6.4646 0.1617 -6.1133 -0.616
C 6.0804 -0.5679 -4.9999 -0.482
C 5.5333 0.0763 -3.8939 -0.155
C 5.3587 1.4492 -3.9094 -0.858
C 5.7288 2.1850 -5.0278 0.206
C 5.5006 3.6559 -5.0381 0.575
O 5.0207 4.2208 -4.0762 -0.687
H 6.8700 6.4504 -9.3886 0.398
H 5.7506 7.5704 -7.4880 0.394
H 5.1267 6.2720 -5.4832 0.466
H 7.3264 4.0257 -9.2989 0.471
H 6.8928 -0.3377 -6.9718 0.481
H 6.2085 -1.6428 -4.9911 0.413
H 5.2407 -0.4889 -3.0243 0.389
H 4.9304 1.9479 -3.0524 0.663


No. 3
93
Properties=species:S:1:pos:R:3:mulliken_charge:R:1 method="wB97M-V/def2-TZVPD" orbital_gap_ev="5.6 / 5.7" homo_energy_ev="-12.96 / -12.98" charge=+2 de_lowest_kj_mol=0.0
Ru 0.4921 -0.1117 0.9882 -1.435
Cl -1.6699 6.8090 1.1226 -0.182
C -1.1187 5.2128 0.7839 0.033
C -0.6098 4.9179 -0.4971 -0.883
C -0.1718 3.6595 -0.7981 -0.142
C -0.2116 2.6218 0.1592 0.293
O 0.2237 1.4464 -0.1998 1.300
C -0.7267 2.9224 1.4495 -0.539
C -0.9141 1.9636 2.4704 0.264
N -0.6346 0.6891 2.4149 1.288
C -0.8625 -0.1431 3.5497 0.143
C -1.6086 0.1732 4.6564 -0.463
C -1.7146 -0.7344 5.7271 -1.105
C -1.1100 -1.9586 5.6740 -0.903
C -0.3729 -2.3324 4.5297 0.994
C 0.2235 -3.6041 4.3707 -0.913
C 0.8809 -3.8961 3.2118 -1.099
C 0.9818 -2.9089 2.2199 -0.202
N 0.4618 -1.7089 2.3434 0.970
C -0.2424 -1.4111 3.4761 0.032
C -1.1709 4.2393 1.7348 -1.294
H -0.5664 5.7058 -1.2375 0.493
H 0.2359 3.4364 -1.7741 0.339
H -1.3427 2.3467 3.3914 0.137
H -2.1413 1.1111 4.7308 0.487
H -2.2981 -0.4536 6.5930 0.454
H -1.2054 -2.6601 6.4925 0.506
H 0.1446 -4.3322 5.1682 0.495
H 1.3406 -4.8592 3.0447 0.505
H 1.5365 -3.1054 1.3135 0.379
H -1.5643 4.4654 2.7178 0.556
S -1.0754 -1.5229 -0.0295 -0.601
Sb -1.5130 -0.5783 -2.1320 2.115
C 0.1476 -0.3782 -3.3883 0.212
C 0.6778 -1.5322 -3.9619 -0.533
C 1.7357 -1.4252 -4.8523 -1.041
C 2.2611 -0.1766 -5.1614 -0.556
C 1.7286 0.9701 -4.5889 -0.674
C 0.6648 0.8718 -3.7041 -0.198
C -2.8227 -1.9063 -3.0765 0.761
C -2.6866 -2.2110 -4.4270 -0.280
C -3.6160 -3.0453 -5.0326 -0.713
C -4.6671 -3.5682 -4.2932 -0.515
C -4.8020 -3.2573 -2.9460 -0.737
C -3.8817 -2.4225 -2.3324 -0.703
C -2.5465 1.2198 -1.8664 0.656
C -2.8964 1.9598 -2.9925 -0.642
C -3.6286 3.1280 -2.8374 -0.764
C -4.0183 3.5393 -1.5695 -0.701
C -3.6846 2.7839 -0.4535 -0.577
C -2.9437 1.6197 -0.5977 -0.594
H 0.2619 -2.5080 -3.7345 0.617
H 2.1429 -2.3147 -5.3159 0.498
H 3.0830 -0.0969 -5.8606 0.477
H 2.1351 1.9412 -4.8379 0.499
H 0.2353 1.7656 -3.2693 0.317
H -1.8747 -1.8005 -5.0147 0.377
H -3.5193 -3.2831 -6.0833 0.431
H -5.3883 -4.2185 -4.7697 0.412
H -5.6259 -3.6630 -2.3746 0.418
H -3.9946 -2.1804 -1.2815 0.369
H -2.6068 1.6388 -3.9873 0.459
H -3.9014 3.7112 -3.7066 0.452
H -4.5952 4.4472 -1.4528 0.470
H -4.0087 3.1002 0.5297 0.488
H -2.6924 1.0171 0.2681 0.358
Se 2.6064 0.4468 2.0057 0.163
C 2.6245 -0.1691 3.8070 0.339
C 3.3625 -1.3087 4.1164 -0.328
C 3.4260 -1.7437 5.4313 -0.762
C 2.7823 -1.0295 6.4347 -0.574
C 2.0697 0.1214 6.1270 -0.719
C 1.9820 0.5513 4.8110 -0.139
H 3.8945 -1.8397 3.3368 0.471
H 3.9983 -2.6286 5.6770 0.459
H 2.8542 -1.3610 7.4621 0.444
H 1.5878 0.6894 6.9118 0.473
H 1.4269 1.4488 4.5677 0.487
N 2.9343 -2.0902 -1.9996 0.114
C 1.9491 -2.0094 -1.0902 -1.268
N 1.7906 -0.7928 -0.6249 1.391
C 2.7353 -0.0037 -1.2964 0.430
C 3.0268 1.3611 -1.2266 -0.664
C 4.0309 1.8415 -2.0389 -0.982
C 4.7471 1.0028 -2.9095 -0.778
C 4.4746 -0.3446 -2.9892 -1.108
C 3.4576 -0.8212 -2.1681 0.766
H 3.2137 -2.9270 -2.4836 0.326
H 1.3458 -2.8596 -0.8174 0.620
H 2.4899 2.0218 -0.5630 0.248
H 4.2826 2.8929 -2.0018 0.488
H 5.5327 1.4242 -3.5216 0.468
H 5.0264 -0.9983 -3.6514 0.568


Which F_max belongs to each record? In order, 0.07422, 0.05779, 0.01788 Eh/bohr.
Which M belongs to each record? In order, 1120.2, 1007.8, 1042.1 u.
Which calculated total energy belongs to each record? In order, -135921.1414, -161653.6952, -155144.4953 eV.